# 1
The following is a quantum chemistry calculation of an isolated molecule of C21H19FN6O2 in a non-equilibrium geometry, from OMol25.

Its LUMO energy is -0.1 eV. For the HOMO energy, the calculation gives -8.16 eV. The value obtained for the relative energy (zero: lowest compared OMol25 entry of this formula, charge and spin) is 55.59 kcal per mole. The SMILES is COc1cccc(-c2nc(Nc3ccncc3F)c3cc(/C=C/CCO)cn3n2)n1.

The geometry in ORCA input format:
```
! RIJCOSX wB97M-V def2-TZVPD def2/J DEFGRID3
* xyz 0 1
C 1.410 -7.009 1.345
C 4.925 1.976 -1.766
H -0.913 5.033 -0.052
H -0.985 -5.810 0.620
H -6.137 2.125 -1.102
C 2.163 2.124 -1.494
H -1.193 5.710 1.388
H 2.514 -7.086 1.657
N -2.220 -0.930 -0.618
N 4.355 3.161 -1.602
H 5.976 1.963 -1.808
C -1.390 4.823 0.870
H 2.043 -5.039 0.903
C -4.185 1.287 -1.143
C 0.813 -8.226 0.497
C 1.132 -5.630 0.893
O 1.257 -8.068 -0.871
C 2.674 0.891 -1.638
H -4.386 0.366 -1.657
H 2.263 -1.144 -1.585
C -0.037 -1.691 -0.804
H 2.215 -8.236 -0.944
H 0.859 -7.003 2.332
N 1.797 -0.242 -1.612
C -1.541 -3.259 -0.146
C -0.309 -3.872 -0.025
H 1.697 -2.873 -0.429
C 3.009 3.246 -1.465
F 4.745 -0.368 -1.825
C -2.820 1.469 -0.807
C -0.083 -5.240 0.581
H 2.610 4.084 -1.009
H -0.301 -8.326 0.467
N -1.367 -1.972 -0.547
H 1.299 -9.188 0.889
C -4.640 3.396 -0.197
C -5.111 2.237 -0.860
N -2.467 2.624 -0.150
H -2.489 -3.729 0.144
C -3.332 3.585 0.133
C 0.441 -0.381 -1.356
C -1.797 0.311 -0.888
N -0.431 0.624 -1.318
H -5.275 4.244 0.064
O -2.835 4.779 0.725
H 1.155 2.392 -1.229
H -0.940 3.916 1.257
C 4.111 0.831 -1.803
C 0.591 -2.829 -0.419
*
```

# 2
The following is a quantum chemistry calculation of an isolated molecule of C3H6S4 in a non-equilibrium geometry, from OMol25.

Its LUMO energy is -0.4 eV. For the HOMO energy, the calculation gives -8.88 eV. The value obtained for the relative energy (zero: lowest compared OMol25 entry of this formula, charge and spin) is 3.81 kcal per mole. The SMILES is S=C(S)CCSS.

The geometry in ORCA input format:
```
! RIJCOSX wB97M-V def2-TZVPD def2/J DEFGRID3
* xyz 0 1
H 1.152 2.213 -0.300
S -1.267 -0.886 -1.541
S -1.886 -0.823 1.519
S 1.769 -1.853 0.495
C -0.345 0.927 0.257
H 0.920 0.949 -1.634
C -1.172 -0.257 -0.081
C 0.945 1.133 -0.553
H -0.079 0.848 1.322
H -1.056 1.828 0.017
S 2.348 0.134 0.020
H 1.352 -2.525 -0.535
H -2.682 -1.687 1.014
*
```

# 3
The following is a quantum chemistry calculation of a cluster of 2 separate species, C24H34F7N6O4S in total in a non-equilibrium geometry, from OMol25.

Its LUMO energy is -4.3 eV. For the HOMO energy, the calculation gives -11.57 eV. The value obtained for the relative energy (zero: lowest compared OMol25 entry of this formula, charge and spin) is 0.00 kcal per mole.

The geometry in ORCA input format:
```
! RIJCOSX wB97M-V def2-TZVPD def2/J DEFGRID3
* xyz 1 1
H -3.271 -3.262 3.457
C 1.968 2.614 -2.901
H 0.574 -1.020 -3.302
F -2.946 2.621 -2.146
C 4.345 -3.294 3.349
O -6.609 5.687 -3.618
C -1.749 -2.767 0.727
C -5.697 5.438 -2.856
H -5.600 3.449 -3.265
N -5.102 6.396 -2.080
H 2.511 4.170 0.513
O 4.438 -4.499 3.419
O 2.504 -0.463 -1.747
C -1.961 0.572 -1.727
C 3.420 -2.653 2.311
H 2.664 -2.104 2.881
H 3.433 -4.475 1.246
H -4.127 -1.030 3.481
N -3.497 -2.868 2.549
H -4.435 3.945 -2.090
C -1.929 1.867 -2.611
C 0.324 -0.119 -2.747
C -4.525 -1.850 2.868
H -0.292 -4.329 0.434
H -2.471 -1.124 1.925
C 2.103 -3.236 0.153
C 2.072 2.346 -0.536
C 4.730 -1.128 4.242
H 2.644 5.541 -1.480
H 1.961 -4.230 2.141
H 2.875 -2.669 -0.373
H 0.131 0.628 -3.515
C -2.226 1.620 -4.145
C -0.322 -3.345 0.924
H -0.054 -3.537 1.957
H 5.021 -0.613 3.319
H -2.731 -1.921 -0.874
O 5.052 -2.517 4.211
H -0.160 -3.223 -1.491
C 2.418 4.483 -1.545
H -4.942 -1.421 1.955
C 1.890 1.813 -1.787
H 3.946 -1.939 1.670
C 2.223 3.957 -2.805
H 2.285 4.548 -3.708
H 6.433 -0.037 5.068
F -1.573 2.525 -4.859
C 1.641 0.343 -2.044
H -1.488 -2.210 2.855
N -5.185 4.174 -2.711
H 2.037 1.725 0.348
H -2.426 -3.596 0.519
H -5.452 7.332 -2.162
C -0.860 -1.421 -1.098
N 0.202 -2.324 -1.177
C -2.270 -2.188 2.092
S 0.791 -0.912 1.106
F -3.113 -0.049 -2.067
H 3.664 -0.942 4.399
H 1.823 2.180 -3.889
H -4.349 6.211 -1.446
C 2.333 3.688 -0.442
C 2.679 -3.724 1.495
C 0.762 -2.506 0.193
H 1.930 -4.137 -0.452
F -3.532 1.814 -4.356
N -1.914 -1.710 -0.302
F -1.952 0.372 -4.534
C 5.465 -0.426 5.386
H 4.878 0.449 5.679
H 2.096 -0.582 1.073
F -2.103 0.997 -0.469
F -0.821 2.587 -2.440
H -5.338 -2.300 3.441
N -0.827 -0.321 -1.849
H 5.584 -1.070 6.257
*
```

# 4
The following is a quantum chemistry calculation of a structure of composition CH3N2O2 in a non-equilibrium geometry, from OMol25.

Its LUMO energy (alpha / beta) is 4.3 / 4.3 eV. For the HOMO energy (alpha / beta), the calculation gives -3.24 / -3.24 eV. The value obtained for the relative energy (zero: lowest compared OMol25 entry of this formula, charge and spin) is 49.59 kcal per mole.

The geometry in ORCA input format:
```
! RIJCOSX wB97M-V def2-TZVPD def2/J DEFGRID3
* xyz -1 1
O -2.506 -1.095 0.125
N 2.242 0.416 0.284
H 0.971 -1.092 0.541
O -2.069 1.152 -0.013
H -0.527 -0.206 -0.288
H 2.367 1.233 -0.437
C -1.868 -0.061 -0.007
N 1.389 -0.347 -0.205
*
```

# 5
The following is a quantum chemistry calculation of an isolated molecule of C9H9ClN2O2 in a non-equilibrium geometry, from OMol25.

Its LUMO energy is 0.2 eV. For the HOMO energy, the calculation gives -8.62 eV. The value obtained for the relative energy (zero: lowest compared OMol25 entry of this formula, charge and spin) is 66.78 kcal per mole. The SMILES is C=C(C)N(Cl)C(=O)c1cccc(=O)[nH]1.

The geometry in ORCA input format:
```
! RIJCOSX wB97M-V def2-TZVPD def2/J DEFGRID3
* xyz 0 1
H -3.446 0.911 1.064
O 0.763 -3.776 0.004
H -2.275 0.930 2.394
H 2.171 -0.793 -3.035
H -0.560 1.094 -1.281
H 1.844 -3.087 -2.509
C 1.361 0.000 -1.311
C -1.450 1.430 0.631
H -3.103 2.445 1.631
H 1.514 1.136 -1.505
C 0.949 0.810 1.058
H -2.306 1.072 -1.139
C -2.598 1.415 1.580
O 1.974 0.994 1.686
C 1.471 -2.342 -1.769
C 0.942 -2.665 -0.424
N 0.863 -1.558 0.416
Cl -0.193 2.527 2.627
C -1.418 1.131 -0.653
N -0.232 1.400 1.321
H 0.971 -1.725 1.400
C 1.020 -0.297 -0.046
C 1.736 -1.052 -2.140
*
```

# 6
The following is a quantum chemistry calculation of a structure of composition C28H42N4O4S2V in a non-equilibrium geometry, from OMol25.

Its LUMO energy (alpha / beta) is -7.3 / -5.9 eV. For the HOMO energy (alpha / beta), the calculation gives -12.96 / -13.09 eV.

The geometry in ORCA input format:
```
! RIJCOSX wB97M-V def2-TZVPD def2/J DEFGRID3
* xyz 2 2
H 1.904 3.119 -4.267
H 2.757 3.040 0.086
H 4.272 -2.463 -1.780
H -3.045 -0.570 -1.214
C -0.552 1.693 -6.099
H -3.768 -3.980 0.284
N 1.346 1.477 0.400
H 3.652 -4.027 -2.333
C 3.479 -4.461 0.196
O 1.419 -1.622 -0.660
H 0.548 4.820 3.509
H 2.174 -2.901 2.068
C 0.969 3.246 2.124
H 4.467 -4.148 0.535
H 2.612 1.185 2.102
H -0.157 -0.230 3.871
C -2.256 -0.226 4.541
C 1.957 0.609 1.453
H 2.637 -2.582 -2.471
N -2.952 -2.040 0.300
S -1.267 1.965 -0.982
C 2.441 2.119 -0.402
O -1.456 0.417 2.421
C 2.517 0.214 -2.705
H 2.780 2.769 -2.401
H -4.095 -1.980 -1.451
H 2.543 -0.159 0.959
H -2.401 4.156 0.470
N 1.391 1.153 -2.381
H -3.992 -0.787 3.321
C -0.977 -2.552 1.685
H -2.877 1.918 2.555
C 1.869 -2.600 -0.034
C 3.379 -3.085 -1.863
H 3.237 0.730 -3.341
C -0.318 0.565 -3.996
H -3.257 -3.418 1.892
H -4.520 -0.765 -0.225
O 0.338 -2.099 1.808
C -0.947 0.689 -5.226
H -4.715 -2.758 1.151
H 2.999 -0.140 -1.800
C 0.194 4.273 2.646
C -1.459 3.905 0.943
H 2.101 -0.638 -3.234
H -1.746 0.009 -5.491
H 3.291 1.440 -0.409
C -3.697 -1.279 -0.720
C 0.702 1.430 -3.654
H -0.841 1.387 4.146
C -1.720 -1.791 0.604
C -3.710 -3.123 0.953
C -1.019 4.605 2.055
H 0.765 3.359 -6.419
H -1.616 5.413 2.454
H -4.181 0.754 4.136
H -3.263 0.575 1.475
C 1.953 2.401 -1.794
N 2.823 -3.375 -0.541
H -1.501 -2.376 2.626
C 0.464 2.569 -5.744
C -3.460 0.114 3.633
C -1.061 0.372 3.799
H 1.165 0.152 2.037
C -0.691 2.867 0.425
S -0.778 -0.670 -2.826
H 1.919 3.017 2.587
O -1.061 -0.866 0.007
H -2.360 0.199 5.538
C 0.520 2.543 1.018
C -2.825 0.832 2.440
C 1.349 -2.966 1.358
H 2.901 -4.783 1.053
V 0.052 0.214 -0.853
H -1.048 1.797 -7.055
C 1.105 2.434 -4.520
H -1.021 -3.622 1.461
H 3.595 -5.315 -0.468
H 1.001 -4.001 1.358
H 1.166 3.153 -1.790
H -2.141 -1.303 4.663
*
```

# 7
The following is a quantum chemistry calculation of an isolated molecule of C5H10O, from OMol25.

Its LUMO energy is 1.0 eV. For the HOMO energy, the calculation gives -8.15 eV. The value obtained for the relative energy (zero: lowest compared OMol25 entry of this formula, charge and spin) is 74.36 kcal per mole.

The geometry in ORCA input format:
```
! RIJCOSX wB97M-V def2-TZVPD def2/J DEFGRID3
* xyz 0 1
C 0.697 -0.071 0.016
H 0.693 0.963 0.378
C -1.370 0.115 0.872
H -2.036 1.739 0.020
H 2.201 0.420 -1.423
H -2.960 0.380 -0.657
C 1.424 -0.924 1.028
H 0.529 0.487 -2.036
H 1.303 -1.091 -1.783
H 0.984 -0.790 2.021
H 1.382 -1.982 0.755
C 1.225 -0.071 -1.398
C -2.553 0.790 0.277
H -3.302 1.041 1.022
O -0.707 -0.426 -0.140
H 2.470 -0.601 1.060
*
```

# 8
The following is a quantum chemistry calculation of a structure of composition C39H25AsBrF4OPPtS5 in a non-equilibrium geometry, from OMol25.

Its LUMO energy is -0.7 eV. For the HOMO energy, the calculation gives -6.44 eV. The value obtained for the relative energy (zero: lowest compared OMol25 entry of this formula, charge and spin) is 0.00 kcal per mole.

The geometry in ORCA input format:
```
! RIJCOSX wB97M-V def2-TZVPD def2/J DEFGRID3
* xyz 0 1
H -1.362 -2.173 0.138
F -0.324 4.899 -1.398
F -2.501 0.757 -4.092
C -0.811 3.844 -2.045
H 5.416 3.309 2.776
C -1.886 1.716 -3.393
C -6.290 0.633 -1.144
H 3.415 -4.085 4.781
H 0.709 -4.398 -2.871
C -0.311 -3.400 -1.265
H -3.759 -1.713 -2.883
C -4.468 -1.045 -2.412
H 1.761 -0.281 3.720
C -4.026 -0.099 -1.493
C -2.482 0.161 4.206
H 4.786 1.110 1.850
C 3.121 -0.643 -3.142
C -0.188 -2.556 -3.504
C -1.363 -1.291 -1.822
As 2.145 -0.037 0.850
C 0.130 -3.533 -2.573
C 2.461 -0.390 -1.949
C -5.820 -1.134 -2.707
H 1.390 -0.221 -1.917
H 5.013 -1.060 -4.066
C 2.552 -2.159 4.403
F -1.446 2.806 -5.429
O 0.567 0.002 0.403
Pt -1.720 0.283 1.137
C -4.942 0.732 -0.850
H 5.098 -0.568 0.182
C 4.384 3.110 2.515
H -6.164 -1.859 -3.433
C 3.555 -3.546 2.712
F -0.214 4.822 -4.101
H 6.270 -1.001 -1.943
C 3.171 -0.359 -0.755
C -3.555 -0.421 3.632
C -1.362 2.778 -4.105
H 0.140 -2.662 -4.530
C -0.768 3.830 -3.428
S -4.911 -0.752 4.691
C 3.419 4.092 2.696
C -4.235 -0.076 6.143
H -4.594 1.437 -0.104
C 3.252 -2.598 1.746
S -3.691 -0.854 1.970
S -2.606 0.486 5.923
H 2.279 -1.987 5.436
C 1.739 2.599 1.861
C -6.728 -0.292 -2.083
C 2.262 -1.201 3.446
C 2.706 1.626 1.660
H 3.705 5.060 3.087
H 3.520 -2.772 0.710
C 4.032 1.875 1.996
H -0.082 -4.157 -0.527
C -1.044 -2.286 -0.891
H 2.569 -0.677 -4.072
S -1.037 0.597 3.385
P -2.269 0.111 -1.081
H 4.075 -4.454 2.436
C 5.201 -0.829 -1.945
C 2.093 3.836 2.376
C -1.372 2.790 -1.345
H -1.166 -0.716 -3.899
S -5.045 0.024 7.559
C 2.603 -1.427 2.116
C -1.850 1.649 -2.006
H -7.781 -0.366 -2.320
C 4.492 -0.862 -3.138
H 1.336 4.597 2.512
H 0.714 2.370 1.609
C -0.928 -1.441 -3.137
C 3.196 -3.332 4.035
Br -1.718 3.075 0.491
H -7.003 1.272 -0.640
C 4.545 -0.578 -0.750
*
```